C48H45N2P2SiW | the ωB97M-V functional and the def2-TZVPD basis

XYZ file:
```
99
Properties=species:S:1:pos:R:3
W 0.08 0.09 -0.07
C -1.28 -0.12 -1.80
C -1.25 -1.41 -1.18
C -0.28 -2.28 -1.94
C 0.63 -1.20 -2.52
C -0.04 -0.02 -2.58
H -2.17 0.45 -2.03
H -2.17 -1.85 -0.85
H -0.78 -2.81 -2.77
H 1.56 -1.40 -3.02
H 0.27 0.83 -3.16
C 5.78 -3.50 -0.21
C 4.79 -4.30 0.36
C 3.47 -3.85 0.39
C 3.14 -2.61 -0.15
C 4.13 -1.84 -0.77
C 5.44 -2.29 -0.79
P 1.44 -1.97 0.06
C 0.39 -3.35 -1.05
C -0.45 -3.97 -0.07
C -0.39 -5.32 0.19
C 0.46 -6.13 -0.56
C 1.28 -5.58 -1.56
C 1.24 -4.23 -1.79
C 1.27 -1.85 1.84
C 1.88 -2.54 2.90
C 1.89 -1.94 4.15
C 1.34 -0.67 4.31
C 0.72 -0.01 3.26
C 0.64 -0.59 1.99
H 6.81 -3.84 -0.21
H 5.04 -5.26 0.78
H 2.70 -4.48 0.83
H 3.86 -0.90 -1.24
H 6.21 -1.69 -1.26
H -1.11 -3.33 0.51
H -1.02 -5.76 0.96
H 0.49 -7.20 -0.37
H 1.92 -6.22 -2.15
H 1.85 -3.81 -2.58
H 2.36 -3.50 2.76
H 2.36 -2.45 4.99
H 1.40 -0.18 5.28
H 0.31 0.97 3.44
N 0.51 3.23 0.70
P -0.40 2.46 -0.54
C -1.85 3.57 -0.64
C -1.70 4.96 -0.53
C -2.79 5.79 -0.72
C -4.03 5.25 -1.04
C -4.18 3.88 -1.18
C -3.08 3.04 -0.98
C 0.44 3.08 -2.07
C 1.82 3.29 -2.10
C 2.43 3.76 -3.25
C 1.69 4.00 -4.39
C 0.32 3.77 -4.39
C -0.30 3.31 -3.23
C 1.64 2.63 1.16
C 2.53 3.33 1.99
C 3.71 2.75 2.36
C 4.00 1.47 1.89
C 3.07 0.84 1.11
N 1.88 1.37 0.74
H 0.24 4.11 1.10
H -0.72 5.39 -0.34
H -2.67 6.86 -0.63
H -4.88 5.90 -1.19
H -5.14 3.45 -1.45
H -3.19 1.97 -1.08
H 2.42 3.09 -1.22
H 3.51 3.93 -3.25
H 2.17 4.38 -5.29
H -0.27 3.95 -5.28
H -1.37 3.14 -3.24
H 2.26 4.33 2.31
H 4.41 3.28 3.00
H 4.93 0.97 2.14
H 3.26 -0.17 0.79
C -2.04 -1.15 2.97
Si -2.01 0.07 1.51
C -2.32 1.74 2.36
C -3.70 -0.39 0.75
C -4.05 -1.73 0.55
C -5.28 -2.11 0.03
C -6.23 -1.13 -0.28
C -5.94 0.20 -0.03
C -4.69 0.56 0.48
H -3.08 -1.41 3.20
H -1.60 -0.71 3.87
H -1.49 -2.08 2.78
H -3.22 1.68 2.99
H -2.45 2.56 1.66
H -1.48 1.99 3.02
H -3.35 -2.51 0.85
H -5.51 -3.16 -0.12
H -7.20 -1.42 -0.68
H -6.69 0.96 -0.21
H -4.50 1.60 0.70
```

Its energy relative to the best compared isomer or geometry (same formula, charge and spin) is 110.9 kcal per mole. The net charge is +1. The spin multiplicity is 1. For the HOMO energy (alpha / beta), the calculation gives -8.73 / -8.31 eV. For the lowest unoccupied orbital energy (alpha / beta), the calculation gives -0.1677 / -0.1774 Eh.

=====

C48H45N9O6 | the ωB97M-V functional and the def2-TZVPD basis

XYZ file:
```
108
Properties=species:S:1:pos:R:3
C 5.92 26.55 20.94
C 6.20 25.76 22.05
C 7.50 25.70 22.52
C 8.48 26.46 21.92
C 8.22 27.25 20.82
C 6.90 27.33 20.34
N 9.82 26.53 22.51
O 10.38 27.61 22.47
O 10.29 25.54 23.06
H 4.92 26.50 20.54
H 5.46 25.06 22.42
H 7.76 25.06 23.35
H 9.01 27.80 20.33
H 6.59 27.95 19.51
C 0.47 20.06 20.96
C 1.38 19.90 19.93
C 2.44 20.80 19.85
C 2.59 21.79 20.82
C 1.58 22.01 21.75
C 0.50 21.17 21.79
N 3.69 22.75 20.69
O 4.21 23.07 21.74
O 4.06 23.06 19.59
H -0.37 19.38 21.02
H 1.31 19.06 19.25
H 3.14 20.73 19.02
H 1.73 22.83 22.44
H -0.28 21.23 22.54
C -2.44 16.17 18.30
C -1.84 16.92 19.28
C -2.70 17.33 20.33
C -4.02 17.03 20.34
C -4.65 16.39 19.24
C -3.83 15.91 18.25
N -4.86 17.49 21.45
O -4.68 18.63 21.80
O -5.63 16.71 21.94
H -1.87 15.72 17.50
H -0.78 17.11 19.32
H -2.28 18.00 21.07
H -5.72 16.27 19.25
H -4.27 15.41 17.40
N -1.78 27.27 21.66
C -0.83 26.57 22.30
C 0.35 26.13 21.70
C 0.49 26.37 20.35
C -0.49 27.07 19.66
C -1.59 27.51 20.36
H -0.89 26.58 23.38
H 1.00 25.55 22.35
H 1.29 25.97 19.73
H -0.47 27.07 18.58
H -2.45 27.93 19.85
N -1.74 18.57 23.53
C -2.67 18.52 24.49
C -2.38 18.09 25.80
C -1.12 17.73 26.14
C -0.17 17.62 25.12
C -0.53 18.05 23.86
H -3.66 18.83 24.20
H -3.09 18.36 26.58
H -0.87 17.33 27.12
H 0.84 17.24 25.23
H 0.22 18.06 23.09
N 2.14 17.31 21.73
C 1.45 16.43 20.99
C 1.84 16.05 19.71
C 3.00 16.60 19.17
C 3.71 17.53 19.93
C 3.23 17.84 21.18
H 0.50 16.14 21.41
H 1.23 15.30 19.23
H 3.31 16.25 18.19
H 4.49 18.13 19.48
H 3.75 18.51 21.86
N 7.67 25.91 16.54
C 7.58 25.18 17.69
C 6.77 24.09 17.79
C 5.95 23.76 16.70
C 6.18 24.35 15.49
C 7.04 25.48 15.48
H 8.08 25.63 18.54
H 6.69 23.56 18.73
H 5.35 22.85 16.73
H 5.58 24.06 14.64
H 7.11 26.01 14.54
N 6.63 20.59 20.20
C 7.45 19.91 19.42
C 8.69 20.40 19.04
C 9.18 21.54 19.65
C 8.41 22.14 20.64
C 7.12 21.66 20.86
H 7.07 19.02 18.92
H 9.37 19.79 18.45
H 10.17 21.88 19.40
H 8.85 23.01 21.11
H 6.47 22.05 21.63
N 1.42 23.35 24.66
C 2.65 22.94 24.96
C 2.89 21.82 25.74
C 1.77 21.12 26.18
C 0.49 21.48 25.77
C 0.36 22.60 24.98
H 3.49 23.52 24.58
H 3.88 21.47 25.99
H 1.88 20.22 26.77
H -0.32 20.82 26.04
H -0.58 23.04 24.67
```

The spin multiplicity is 1. The SMILES is O=[N+]([O-])c1ccccc1.O=[N+]([O-])c1ccccc1.O=[N+]([O-])c1ccccc1.c1ccncc1.c1ccncc1.c1ccncc1.c1ccncc1.c1ccncc1.c1ccncc1. For the HOMO energy, the calculation gives -9.44 eV. For the lowest unoccupied orbital energy, the calculation gives -0.0146 Eh.

=====

C48H46KN4O2PS2 | the ωB97M-V functional and the def2-TZVPD basis

XYZ file:
```
104
Properties=species:S:1:pos:R:3
K -0.15 -0.61 0.66
C -0.39 2.88 2.17
C -1.15 1.78 2.85
C -2.42 1.41 2.41
C -3.15 0.40 3.06
C -4.51 0.02 2.54
C -2.57 -0.24 4.15
C -1.29 0.10 4.60
C -0.69 -0.61 5.80
C -0.60 1.10 3.94
H -0.22 3.72 2.85
H -0.93 3.26 1.29
H 0.58 2.52 1.85
H -2.86 1.90 1.54
H -4.44 -0.42 1.54
H -5.16 0.89 2.46
H -4.99 -0.71 3.20
H -3.13 -1.03 4.66
H -1.29 -0.42 6.69
H 0.32 -0.26 5.98
H -0.65 -1.69 5.66
H 0.41 1.35 4.26
O 3.26 -1.10 2.03
C 2.79 -0.10 1.44
O 1.65 0.40 1.59
C 3.70 0.64 0.46
C 5.07 0.62 0.69
C 5.93 1.38 -0.08
C 5.41 2.18 -1.09
C 4.04 2.19 -1.33
C 3.16 1.41 -0.58
P 1.33 1.42 -0.92
C 1.11 3.29 -0.95
C 0.11 3.90 -1.70
C -0.14 5.26 -1.60
C 0.62 6.06 -0.75
C 1.62 5.46 0.02
C 1.85 4.10 -0.08
C 1.23 1.13 -2.75
C -0.07 0.98 -3.24
C -0.32 0.76 -4.59
C 0.74 0.63 -5.47
C 2.04 0.72 -5.00
C 2.28 0.97 -3.66
H 5.44 -0.01 1.50
H 6.99 1.37 0.11
H 6.07 2.79 -1.70
H 3.64 2.84 -2.10
H -0.52 3.31 -2.35
H -0.94 5.70 -2.18
H 0.42 7.12 -0.67
H 2.21 6.06 0.70
H 2.62 3.65 0.54
H -0.91 1.06 -2.55
H -1.34 0.68 -4.93
H 0.55 0.44 -6.53
H 2.88 0.59 -5.68
H 3.31 1.00 -3.31
C -4.30 -4.65 1.78
C -3.73 -3.48 2.25
C -2.62 -2.93 1.62
C -2.08 -3.54 0.49
C -2.65 -4.72 0.01
C -3.75 -5.27 0.66
N -0.88 -2.98 -0.06
N -0.71 -3.22 -1.25
C 0.56 -2.86 -1.80
C 0.82 -3.60 -2.96
C 2.03 -3.45 -3.61
C 2.97 -2.57 -3.07
C 2.68 -1.87 -1.90
C 1.42 -1.89 -1.25
H -5.15 -5.08 2.28
H -4.13 -2.99 3.13
H -2.18 -2.01 2.01
H -2.20 -5.19 -0.85
H -4.18 -6.19 0.28
H 0.10 -4.34 -3.30
H 2.24 -4.01 -4.52
H 3.92 -2.42 -3.58
H 3.48 -1.24 -1.50
C 4.07 -3.27 3.99
N 2.87 -3.92 4.50
C 1.60 -3.47 4.40
N 1.37 -2.40 3.64
S 0.36 -4.27 5.28
H 4.57 -2.68 4.77
H 3.86 -2.62 3.16
H 4.77 -4.04 3.65
H 2.96 -4.66 5.16
H 2.07 -1.94 3.03
H 0.41 -2.13 3.54
S -3.28 2.62 -1.04
C -3.71 2.16 -2.67
C -3.74 3.09 -3.73
C -4.11 2.73 -5.02
C -4.49 1.42 -5.32
C -4.48 0.48 -4.29
C -4.09 0.84 -3.01
H -3.46 4.11 -3.51
H -4.11 3.48 -5.81
H -4.79 1.14 -6.33
H -4.76 -0.55 -4.50
H -4.08 0.09 -2.22
```

Its energy relative to the best compared isomer or geometry (same formula, charge and spin) is 20.9 kcal per mole. The net charge is -2. The spin multiplicity is 1. For the HOMO energy, the calculation gives -1.74 eV. For the lowest unoccupied orbital energy, the calculation gives 0.1454 Eh.

=====

C48H48As2FN6NaO6S | the ωB97M-V functional and the def2-TZVPD basis

XYZ file:
```
113
Properties=species:S:1:pos:R:3
Na 0.15 0.17 -0.01
O -4.11 3.87 1.38
C -3.34 2.95 1.66
N -2.61 2.24 0.79
C -3.20 1.58 -0.19
O -4.33 1.07 -0.16
C -2.39 1.34 -1.48
C -3.02 0.58 -2.47
C -2.39 0.38 -3.68
C -1.15 0.96 -3.88
C -0.60 1.70 -2.85
N -1.18 1.89 -1.67
C -3.21 2.62 3.15
C -4.06 3.29 4.03
C -4.02 2.96 5.37
C -3.14 1.97 5.79
C -2.33 1.37 4.84
N -2.35 1.69 3.55
H -3.99 0.17 -2.25
H -2.85 -0.22 -4.45
H -0.61 0.84 -4.81
H 0.38 2.15 -2.97
H -4.73 4.04 3.63
H -4.68 3.45 6.08
H -3.08 1.67 6.83
H -1.63 0.60 5.13
C 1.13 4.09 -0.73
As 1.07 2.83 0.77
C 0.52 4.23 2.08
C 2.99 2.88 1.31
C 3.89 3.77 0.72
C 5.24 3.76 1.03
C 5.73 2.83 1.93
C 4.84 1.94 2.54
C 3.48 1.98 2.25
As 2.22 0.87 3.28
C 3.36 -0.69 3.63
C 2.60 1.77 5.01
H 1.50 5.06 -0.42
H 0.10 4.18 -1.07
H 1.74 3.68 -1.54
H 1.26 5.04 2.10
H 0.44 3.80 3.08
H -0.45 4.62 1.79
H 3.53 4.48 -0.02
H 5.91 4.46 0.55
H 6.78 2.78 2.17
H 5.23 1.22 3.25
H 4.17 -0.46 4.33
H 3.79 -1.05 2.69
H 2.74 -1.48 4.05
H 3.66 1.99 5.10
H 2.29 1.11 5.82
H 2.02 2.69 5.08
C 3.62 -2.79 0.33
C 2.95 -3.89 0.83
C 1.78 -3.70 1.54
C 1.32 -2.41 1.73
N 1.95 -1.34 1.23
C 3.07 -1.53 0.55
C 0.05 -2.14 2.47
C -0.41 -2.99 3.47
C -1.63 -2.72 4.07
C -2.36 -1.63 3.64
C -1.83 -0.83 2.64
N -0.64 -1.07 2.08
H 4.52 -2.89 -0.26
H 3.32 -4.89 0.64
H 1.20 -4.54 1.89
H 3.52 -0.63 0.14
H 0.19 -3.83 3.79
H -2.00 -3.36 4.86
H -3.33 -1.39 4.06
H -2.35 0.05 2.27
F 4.69 -0.20 -4.99
C 3.94 0.13 -3.88
C 2.82 -0.61 -3.58
C 2.07 -0.24 -2.46
C 2.38 0.83 -1.58
C 3.55 1.50 -1.98
C 4.33 1.19 -3.10
H 2.55 -1.44 -4.21
H 1.19 -0.86 -2.26
H 3.92 2.33 -1.37
H 5.23 1.75 -3.35
C -0.76 -0.24 -6.08
C -1.39 -1.41 -5.39
C -2.67 -1.84 -5.71
C -3.25 -2.92 -5.05
C -2.53 -3.59 -4.08
C -1.24 -3.19 -3.75
C -0.69 -2.10 -4.40
S -3.29 -4.93 -3.20
O -4.68 -4.94 -3.59
O -2.48 -6.10 -3.37
N -3.20 -4.51 -1.64
C -3.78 -3.19 -1.31
C -2.93 -2.51 -0.24
C -1.44 -2.47 -0.62
O -0.84 -3.58 -0.64
O -0.94 -1.36 -0.87
H -1.51 0.37 -6.58
H -0.04 -0.57 -6.84
H -0.22 0.39 -5.38
H -3.24 -1.30 -6.46
H -4.26 -3.23 -5.27
H -0.70 -3.67 -2.94
H 0.30 -1.76 -4.10
H -2.20 -4.49 -1.33
H -4.80 -3.32 -0.97
H -3.80 -2.55 -2.19
H -3.01 -3.06 0.71
H -3.31 -1.50 -0.09
```

Its energy relative to the best compared isomer or geometry (same formula, charge and spin) is 81.5 kcal per mole. The net charge is -2. The spin multiplicity is 1. For the HOMO energy, the calculation gives -1.94 eV. For the lowest unoccupied orbital energy, the calculation gives 0.1293 Eh.

=====

How do the records compare in energy? In the order shown, they have -81759.4974 -76191.3906 -107864.9620 -211426.2500 eV.